1.
The following is a DFT calculation (ωB97M-V/def2-TZVPD) of C43H51BiBr2I2N7O5Si as an isolated structure.

```
112
Properties=species:S:1:pos:R:3:forces:R:3:lowdin_charge:R:1
Bi -0.33656 -0.29175 -0.38447 0.126 0.524 -0.423 1.830
I 2.23492 6.95714 -1.14595 -0.001 -0.032 -0.007 0.764
C 2.07886 4.89698 -1.48670 0.045 0.051 0.066 -0.760
C 3.14613 4.06020 -1.19432 -0.090 -0.042 -0.033 -0.262
C 3.01375 2.69976 -1.40174 0.071 0.002 0.041 -0.659
I 4.62114 1.44938 -0.94985 -0.030 -0.080 0.052 0.883
C 1.81430 2.07786 -1.85596 0.075 -0.072 -0.200 -0.523
O 1.67277 0.81995 -1.99357 -0.065 0.046 0.188 -0.208
C 0.76164 2.99894 -2.16347 -0.016 0.144 -0.055 -0.179
C -0.54170 2.42681 -2.61943 0.017 0.006 -0.114 -0.159
N -1.40944 1.97716 -1.50014 -0.052 -0.371 -0.091 -0.109
C -1.81260 3.08099 -0.64566 0.024 0.048 0.078 -0.161
C -0.83810 3.30644 0.48983 -0.017 0.094 0.083 -0.284
C -0.99836 4.39289 1.34312 0.091 0.034 -0.039 -0.018
C -0.01795 4.64516 2.28430 0.013 -0.009 0.024 -0.061
C 1.08861 3.80963 2.34584 -0.052 0.000 0.036 -0.058
C 1.13229 2.72464 1.49009 0.005 -0.043 0.039 -0.135
N 0.18343 2.46783 0.59370 -0.119 0.022 0.262 0.071
C 0.89986 4.36208 -1.98727 0.036 -0.079 -0.069 -0.149
H 4.07353 4.46101 -0.80922 0.014 0.008 -0.003 0.071
H -1.08207 3.18390 -3.20405 -0.031 0.000 0.015 0.124
H -0.36841 1.55772 -3.24634 0.025 0.020 -0.006 0.068
H -2.21648 1.53043 -1.92083 -0.065 0.069 0.007 0.089
H -1.85272 4.01273 -1.22696 -0.093 0.020 0.047 0.121
H -2.81377 2.91310 -0.24340 0.010 -0.106 0.016 0.111
H -1.85873 5.04387 1.24375 0.000 -0.012 -0.008 0.115
H -0.10687 5.49108 2.95434 0.008 0.004 -0.011 0.105
H 1.89030 3.98802 3.04953 0.014 -0.001 -0.014 0.103
H 1.96411 2.02698 1.50085 0.029 -0.022 0.018 0.108
H 0.07124 5.01733 -2.23461 -0.003 0.001 0.003 0.093
Br -1.16419 -0.06875 -5.59231 0.002 -0.001 -0.013 0.779
C -0.10683 -1.31374 -4.64125 0.015 -0.049 -0.028 -0.585
C 0.69754 -2.21090 -5.36071 -0.030 0.045 0.011 -0.170
C 1.42982 -3.16332 -4.71584 0.015 -0.040 -0.005 -0.626
Br 2.47556 -4.37242 -5.74309 -0.002 0.015 0.019 0.742
C 1.38680 -3.27602 -3.30603 0.006 -0.010 0.016 -0.177
C 2.03345 -4.27291 -2.54214 0.023 0.003 -0.014 -0.012
C 1.84058 -4.32815 -1.19260 -0.007 0.001 0.042 -0.015
C 1.04125 -3.35609 -0.57186 0.022 -0.041 0.016 -0.100
N 0.48014 -2.38213 -1.24811 0.080 -0.230 -0.140 -0.018
C 0.60475 -2.34015 -2.60258 -0.033 0.036 0.062 -0.158
C -0.17722 -1.32723 -3.25848 -0.065 0.044 0.030 -0.438
O -0.93643 -0.54825 -2.55566 0.123 -0.172 0.071 -0.340
H 0.72378 -2.14714 -6.43943 -0.013 0.018 -0.001 0.093
H 2.66770 -4.99413 -3.03937 -0.018 -0.003 -0.016 0.081
H 2.30877 -5.08963 -0.58483 -0.005 -0.005 0.004 0.115
H 0.86133 -3.38412 0.49488 0.012 -0.034 -0.124 0.109
C 1.16912 -0.02088 8.11610 -0.009 -0.006 -0.006 -0.083
C 2.20241 -0.35006 7.04350 0.001 0.048 0.006 -0.413
C 2.91647 0.90895 6.56084 0.007 0.003 0.009 -0.077
C 1.59335 -1.13059 5.88017 -0.001 -0.051 -0.070 -0.115
N 0.55772 -0.40503 5.16693 0.014 0.030 0.241 -0.108
C 0.65483 0.39193 4.10385 0.049 -0.090 -0.221 -0.177
N -0.54053 0.79061 3.76010 -0.164 0.127 0.048 0.056
N -1.38261 0.21858 4.65149 0.147 0.016 0.093 -0.029
N -0.73550 -0.49616 5.49972 -0.012 -0.021 -0.115 0.062
H 1.65405 0.42316 8.98718 -0.009 0.015 -0.004 0.074
H 0.62935 -0.91229 8.43980 0.012 -0.001 0.000 0.077
H 0.43044 0.68940 7.73994 0.000 -0.009 -0.002 0.074
H 2.94937 -1.02402 7.47559 0.009 -0.011 0.003 0.134
H 2.20487 1.61702 6.12938 0.004 0.001 0.001 0.074
H 3.66974 0.67988 5.80388 -0.007 -0.007 -0.001 0.081
H 3.41540 1.41052 7.39151 -0.004 0.002 -0.002 0.076
H 1.13853 -2.05663 6.22810 -0.014 -0.007 -0.024 0.130
H 2.36027 -1.38540 5.14759 -0.009 -0.046 0.000 0.122
H 1.57404 0.60307 3.58493 -0.004 0.020 -0.004 0.127
C -2.46160 -2.74643 1.63051 0.086 0.014 0.036 -0.210
Si -2.77635 -1.54504 0.21196 -0.329 -0.125 0.090 0.636
C -3.60456 -2.60146 -1.19475 0.051 0.093 -0.099 -0.636
C -4.90311 -3.24043 -0.68676 0.015 -0.030 -0.001 -0.107
C -3.92883 -1.82786 -2.48358 0.026 0.027 0.069 -0.097
C -2.64953 -3.73988 -1.58023 0.011 -0.008 0.006 -0.104
C -3.96808 -0.20158 0.93904 0.037 0.041 0.001 -0.647
C -4.69535 0.57671 -0.16179 0.029 0.016 0.042 -0.106
C -3.12505 0.76997 1.77702 -0.041 -0.083 0.036 -0.136
C -5.01878 -0.79125 1.89199 0.009 0.050 -0.005 -0.103
H -3.40545 -3.11071 2.04422 -0.007 -0.032 -0.031 0.025
H -1.88618 -2.27880 2.43285 -0.054 -0.004 -0.037 0.011
H -1.88102 -3.61270 1.30624 0.032 0.013 0.024 0.021
H -5.66518 -2.49482 -0.45826 -0.015 0.029 -0.005 0.058
H -4.74354 -3.85090 0.20518 -0.004 0.011 0.003 0.075
H -5.31258 -3.89337 -1.46842 0.003 -0.011 0.023 0.082
H -4.78083 -1.16120 -2.35639 -0.035 0.047 0.030 0.060
H -4.19430 -2.53948 -3.27560 -0.011 0.007 0.011 0.083
H -3.08435 -1.23599 -2.83620 0.028 -0.030 -0.001 0.051
H -2.37005 -4.35916 -0.72542 0.008 0.006 -0.001 0.069
H -1.73760 -3.36414 -2.04392 -0.006 0.014 0.008 0.058
H -3.14322 -4.38993 -2.31298 0.007 -0.007 0.011 0.083
H -4.01689 0.94052 -0.93872 0.005 -0.004 -0.004 0.056
H -5.20311 1.44699 0.27353 0.006 -0.002 -0.020 0.082
H -5.45455 -0.03103 -0.65420 -0.018 -0.034 -0.027 0.063
H -2.23075 1.12824 1.26559 0.023 0.082 -0.050 0.009
H -2.78812 0.30940 2.70695 -0.026 0.037 -0.109 0.040
H -3.71769 1.65577 2.04264 0.001 -0.032 0.041 0.091
H -5.66144 -1.53257 1.41805 -0.023 -0.012 -0.038 0.059
H -5.66298 0.01568 2.26479 0.010 -0.015 0.005 0.084
H -4.54748 -1.25672 2.75839 -0.006 0.002 -0.001 0.073
O 3.71975 -1.85582 0.53156 0.084 0.054 -0.020 0.020
C 3.74092 -2.71380 1.55973 0.017 0.075 -0.112 -0.282
C 4.88919 -3.49465 1.73048 0.006 -0.027 0.016 -0.018
C 4.96298 -4.40738 2.76326 -0.021 0.008 0.010 -0.099
C 3.89412 -4.57146 3.64427 -0.013 0.027 -0.023 -0.105
C 2.75568 -3.80674 3.46416 0.019 -0.029 -0.015 -0.045
C 2.65912 -2.86795 2.43705 -0.020 0.000 0.076 -0.087
C 1.37508 -2.08771 2.27348 -0.053 0.021 0.088 -0.645
O 0.39971 -2.41306 2.94980 0.053 0.076 0.072 0.007
O 1.39030 -1.13934 1.40025 0.005 -0.053 0.061 -0.235
H 2.87803 -1.33699 0.60509 0.018 -0.032 0.049 0.063
H 5.70755 -3.35635 1.03562 -0.004 0.000 0.000 0.114
H 5.86093 -5.00177 2.88453 0.000 0.001 0.000 0.097
H 3.95019 -5.29384 4.44817 -0.001 0.001 0.000 0.090
H 1.89164 -3.92354 4.10634 -0.006 0.004 0.006 0.110
```
Positions in Å, forces in eV/Å.

**Energy relative to the best compared isomer or geometry (same formula, charge and spin)**: 39.3 kJ/mol
**F_max**: 0.69 eV Å⁻¹
**E**: -8676.34699 hartree
**Total charge**: -1

***

2.
The following is a DFT calculation (ωB97M-V/def2-TZVPD) of C43H51F6N2O6S2SbTeTi as an isolated structure in a non-equilibrium geometry.

```
113
Properties=species:S:1:pos:R:3:forces:R:3:lowdin_charge:R:1
Ti -1.06664 0.18389 1.08079 -0.095 0.984 -0.566 0.940
F -3.38296 -3.61959 2.11366 -0.076 0.137 -0.202 0.131
C -3.98337 -2.82107 1.23480 -0.103 0.034 0.152 -0.717
F -3.83986 -3.34418 0.01606 -0.046 0.060 0.078 0.125
F -5.29228 -2.76626 1.52061 0.125 -0.088 0.069 0.112
S -3.38147 -1.02882 1.20406 0.133 -0.896 0.261 1.009
O -2.11659 -1.33877 0.34308 -0.421 -0.175 0.253 -0.570
O -2.51654 1.00624 1.01125 0.397 0.538 -0.052 -0.505
N -2.83995 -1.07446 2.74706 -0.309 0.001 -0.128 -0.386
S -2.33254 0.07736 3.68341 0.052 -0.115 -0.111 0.648
O -2.16588 -0.40962 5.00996 -0.077 0.048 0.061 -0.241
O -1.12691 0.73267 3.11805 0.018 -0.312 0.101 -0.356
C -3.61932 1.44835 3.77252 -0.052 0.053 -0.020 -0.662
F -3.14355 2.58189 3.29451 0.028 -0.009 0.032 0.166
F -3.96456 1.62510 5.04350 0.024 -0.045 -0.056 0.151
F -4.70013 1.08974 3.08267 0.018 -0.020 0.006 0.136
C 4.31358 2.60098 4.45028 0.010 0.000 0.011 -0.043
C 3.34507 2.15699 3.38831 0.009 -0.063 0.055 -0.246
C 3.00569 2.98148 2.32346 -0.019 0.050 -0.042 0.042
C 2.06360 2.59864 1.38803 0.029 0.154 0.131 -0.088
C 1.65482 3.59387 0.33537 -0.298 -0.064 -0.098 -0.297
O 0.69445 4.31147 0.50700 0.285 -0.033 0.048 0.123
C 2.48918 3.67654 -0.89773 0.121 0.071 0.073 -0.164
C 2.38772 4.80675 -1.70655 0.029 -0.038 0.039 -0.023
C 3.15598 4.90609 -2.85260 -0.041 0.006 -0.019 -0.073
C 4.00982 3.86855 -3.20790 0.012 -0.001 -0.015 -0.082
C 4.10365 2.73579 -2.41342 -0.015 -0.016 0.012 -0.069
C 3.35277 2.64403 -1.25052 0.035 0.057 0.026 -0.018
C 1.43938 1.35334 1.46536 0.054 -0.050 0.111 -0.258
O 0.49844 1.07412 0.55658 0.000 -0.012 -0.045 -0.180
C 1.83055 0.45503 2.48805 0.115 0.263 -0.007 -0.068
C 2.75591 0.90821 3.44203 -0.073 -0.002 -0.117 0.032
C 1.37045 -0.94230 2.54595 -0.020 -0.237 -0.005 -0.171
N 0.33318 -1.34614 1.89584 0.129 -0.018 -0.016 0.019
C 0.01547 -2.76904 1.75795 -0.055 0.026 0.119 -0.279
C 0.19983 -3.20844 0.31449 -0.010 -0.022 -0.092 -0.480
Te 2.23506 -3.53881 -0.26290 0.023 -0.046 0.008 1.273
C 2.25861 -5.44552 0.65020 0.005 -0.003 -0.042 -0.558
C 2.51610 -5.58146 2.00962 0.023 0.066 0.061 -0.137
C 2.46864 -6.83151 2.61167 -0.009 -0.013 0.003 -0.080
C 2.16908 -7.95621 1.85819 0.001 0.007 -0.006 -0.088
C 1.91687 -7.82830 0.49970 0.000 -0.007 0.017 -0.088
C 1.95963 -6.57873 -0.10170 0.014 0.028 -0.059 -0.150
C 2.16272 -1.86010 3.42575 0.050 0.049 0.004 -0.209
C 1.54072 -2.42689 4.53353 -0.002 0.026 0.025 -0.018
C 2.26931 -3.21666 5.41206 -0.005 -0.003 -0.001 -0.061
C 3.61911 -3.44333 5.18687 -0.010 -0.014 -0.018 -0.082
C 4.24261 -2.88000 4.08056 -0.033 -0.019 0.000 -0.076
C 3.51929 -2.08654 3.20544 -0.057 0.019 -0.069 -0.060
H 4.77587 3.55093 4.18604 0.006 0.007 -0.003 0.075
H 5.10791 1.86770 4.59389 0.006 -0.011 0.001 0.081
H 3.81003 2.73107 5.40921 -0.011 0.006 0.012 0.085
H 3.46581 3.96023 2.23513 -0.001 0.004 -0.003 0.135
H 1.70467 5.59346 -1.41569 -0.019 0.018 0.007 0.123
H 3.08708 5.78750 -3.47655 -0.001 0.006 -0.003 0.107
H 4.60348 3.94455 -4.10983 0.006 0.002 -0.005 0.105
H 4.76524 1.92779 -2.69531 0.008 -0.015 -0.006 0.105
H 3.43048 1.76786 -0.61875 -0.002 -0.005 -0.002 0.121
H 3.01815 0.25687 4.26052 0.033 -0.102 0.076 0.126
H -1.03046 -2.90430 2.04000 0.079 0.022 0.014 0.095
H 0.61853 -3.38499 2.42192 -0.004 -0.054 -0.019 0.093
H -0.20912 -2.47947 -0.38126 -0.014 -0.001 -0.003 0.027
H -0.31314 -4.15308 0.14092 0.002 -0.014 -0.011 0.063
H 2.75605 -4.70990 2.60427 0.022 0.037 0.035 0.069
H 2.66659 -6.92205 3.67172 0.005 -0.001 0.023 0.103
H 2.13235 -8.93058 2.32693 0.002 -0.014 0.008 0.102
H 1.68456 -8.70263 -0.09398 -0.005 -0.009 -0.012 0.103
H 1.76000 -6.48260 -1.16103 -0.008 -0.004 -0.015 0.088
H 0.49024 -2.23137 4.71797 -0.007 -0.001 -0.006 0.128
H 1.78078 -3.64759 6.27559 -0.005 -0.003 0.010 0.108
H 4.18664 -4.05761 5.87284 0.013 -0.012 0.017 0.105
H 5.29288 -3.06044 3.89898 0.041 -0.004 -0.006 0.109
H 4.00140 -1.64274 2.34301 -0.013 -0.003 0.022 0.117
C 0.46532 2.68117 -3.54223 -0.110 -0.072 0.102 -0.134
C -0.38420 1.47424 -3.95705 0.152 0.030 0.079 -0.697
C -0.95247 1.69098 -5.35709 -0.006 -0.064 0.061 -0.111
C 0.54527 0.25263 -3.96732 -0.052 0.069 0.057 -0.135
Sb -1.83404 1.16285 -2.32656 0.039 -0.212 -0.024 1.654
C -2.79468 3.12144 -2.07221 0.082 0.053 0.082 -0.691
C -2.98101 3.94102 -3.34501 0.011 -0.033 0.006 -0.111
C -4.15383 2.89869 -1.40852 -0.028 -0.028 -0.035 -0.123
C -1.90087 3.88053 -1.08593 0.054 -0.066 -0.081 -0.135
C -3.41022 -0.05967 -3.27273 0.040 0.030 -0.070 -0.699
C -4.44171 -0.40907 -2.20421 -0.100 0.031 0.004 -0.126
C -4.12598 0.58927 -4.45063 -0.004 0.007 -0.006 -0.107
C -2.74593 -1.35938 -3.72507 0.056 -0.013 0.027 -0.126
H 1.31615 2.77508 -4.22342 0.064 0.002 -0.044 0.084
H 0.87051 2.56922 -2.52883 -0.128 -0.029 -0.210 0.061
H -0.08731 3.62070 -3.58112 0.009 -0.028 0.010 0.064
H -0.14882 2.00773 -6.03041 0.062 0.004 -0.029 0.085
H -1.72833 2.45508 -5.38863 0.006 0.039 0.014 0.062
H -1.36735 0.76906 -5.76817 -0.021 0.005 0.016 0.064
H 1.38239 0.44091 -4.64765 0.037 0.013 -0.048 0.084
H 0.04814 -0.65551 -4.30674 -0.049 -0.028 0.014 0.058
H 0.96602 0.05619 -2.97732 -0.004 0.026 0.005 0.067
H -3.60254 3.42959 -4.07988 -0.009 0.002 -0.030 0.060
H -2.03459 4.19527 -3.82141 0.004 -0.003 0.001 0.058
H -3.47941 4.88428 -3.09384 -0.015 0.023 0.023 0.087
H -4.88621 2.49040 -2.10729 0.011 0.025 0.012 0.060
H -4.53899 3.86283 -1.05961 -0.015 0.039 0.003 0.089
H -4.08732 2.23832 -0.54076 0.020 0.025 -0.012 0.061
H -0.89213 4.05367 -1.46985 -0.108 -0.013 0.012 0.052
H -1.80579 3.34669 -0.13782 -0.006 0.013 -0.030 0.061
H -2.34289 4.85957 -0.87132 -0.016 0.033 0.002 0.092
H -5.08156 0.43302 -1.94361 0.040 -0.033 0.010 0.066
H -3.96297 -0.76442 -1.29695 0.041 -0.078 0.073 0.019
H -5.08573 -1.21459 -2.57295 -0.045 -0.017 -0.024 0.092
H -4.57867 1.54008 -4.17518 -0.059 0.038 0.012 0.057
H -4.93444 -0.06653 -4.79441 -0.012 -0.044 -0.005 0.088
H -3.46407 0.76154 -5.29574 0.023 0.026 -0.034 0.057
H -2.24596 -1.86949 -2.89474 -0.007 0.029 -0.042 0.076
H -2.01627 -1.19624 -4.51870 0.019 0.014 -0.013 0.055
H -3.50824 -2.04012 -4.12061 -0.020 -0.019 0.011 0.086
```
Positions in Å, forces in eV/Å.

**Energy relative to the best compared isomer or geometry (same formula, charge and spin)**: 0.0 kJ/mol
**F_max**: 1.14 eV Å⁻¹
**E**: -4983.44383 hartree
**Total charge**: 0